{
  "formula": "C4H4I3O3",
  "method": "the ωB97M-V functional and the def2-TZVPD basis",
  "species": ["C", "C", "C", "C", "O", "O", "O", "I", "I", "I", "H", "H", "H", "H"],
  "xyz": [[0.152, -2.574, 5.483], [0.799, 0.407, -2.219], [-0.645, 0.423, -1.882], [0.048, 2.059, 0.681], [0.184, -1.826, 6.350], [0.142, -3.360, 4.654], [1.163, -0.315, -3.411], [-1.103, 3.796, 0.166], [-1.023, 0.772, 1.990], [-1.436, -1.481, -1.336], [1.393, -0.054, -1.426], [1.134, 1.451, -2.332], [-1.277, 0.860, -2.654], [0.469, -0.159, -4.063]],
  "nbo_charge": [1.025, -0.182, -0.320, -0.691, -0.517, -0.508, -0.734, -0.071, -0.036, 0.044, 0.193, 0.184, 0.159, 0.454],
  "homo_energy_ev": [-3.047, -3.978],
  "e_tot_ha": -1273.54071,
  "total_charge": -1,
  "lumo_energy_ev": [2.440, 2.461],
  "fmax_ev_per_a": 1.79,
  "de_lowest_kcal_mol": 42.8
}


{
  "formula": "C4H11NO2",
  "method": "the ωB97M-V functional and the def2-TZVPD basis",
  "species": ["C", "C", "O", "O", "H", "H", "H", "C", "C", "N", "H", "H", "H", "H", "H", "H", "H", "H"],
  "xyz": [[-1.453, -2.204, -0.557], [-0.067, -1.659, -0.632], [0.263, -1.675, 0.635], [0.518, -1.272, -1.614], [-1.728, -2.748, 0.212], [-1.930, -2.673, -1.490], [-2.039, -1.201, -0.305], [0.004, 2.478, 0.849], [1.379, 2.643, 0.281], [-0.623, 1.161, 0.705], [0.029, 2.987, 1.933], [-0.686, 3.256, 0.370], [1.496, 2.644, -0.806], [2.101, 1.920, 0.685], [-0.316, 0.657, -0.129], [1.061, -1.229, 0.911], [-0.768, 0.643, 1.483], [1.710, 3.645, 0.386]],
  "nbo_charge": [-0.712, 0.787, -0.687, -0.583, 0.222, 0.230, 0.242, -0.219, -0.636, -0.869, 0.193, 0.172, 0.211, 0.198, 0.368, 0.500, 0.367, 0.216],
  "homo_energy_ev": -8.992,
  "smiles": "CC(=O)O.CCN",
  "e_tot_ha": -364.19164,
  "total_charge": 0,
  "lumo_energy_ev": 0.636,
  "fmax_ev_per_a": 7.08,
  "de_lowest_kcal_mol": 48.0
}


{
  "formula": "C15H21ClI2N2O2PTm",
  "method": "the ωB97M-V functional and the def2-TZVPD basis",
  "species": ["I", "I", "Tm", "P", "C", "C", "H", "H", "H", "C", "H", "H", "H", "H", "H", "H", "C", "O", "Cl", "C", "N", "N", "C", "O", "C", "C", "C", "C", "C", "C", "C", "C", "C", "H", "H", "H", "H", "H", "H", "H", "H", "H", "H", "H", "H"],
  "xyz": [[-1.292, -2.620, -2.637], [-1.321, 2.079, -2.575], [0.478, -0.333, -1.704], [0.146, -0.125, -4.638], [-1.463, -0.122, -5.522], [0.965, 1.304, -5.421], [1.968, -1.651, -5.007], [1.101, -1.289, -6.536], [0.406, -2.436, -5.334], [0.981, -1.519, -5.470], [1.945, 1.439, -4.947], [1.100, 1.110, -6.494], [-1.290, -0.121, -6.606], [-2.040, 0.771, -5.237], [0.376, 2.210, -5.267], [-2.041, -1.013, -5.238], [-2.412, -0.251, -2.330], [-3.563, -0.251, -2.495], [2.887, -0.214, -2.150], [1.163, 0.747, 4.894], [1.127, 0.891, 3.454], [0.339, 0.138, 2.641], [0.693, 0.371, 1.350], [0.101, -0.215, 0.358], [1.773, 1.292, 1.374], [2.024, 1.565, 2.707], [3.055, 2.413, 3.321], [-0.789, -0.616, 3.074], [-1.604, -0.119, 4.091], [-2.716, -0.858, 4.507], [-3.042, -2.059, 3.866], [-2.242, -2.537, 2.821], [-1.107, -1.823, 2.427], [2.182, 0.472, 5.199], [0.477, -0.005, 5.280], [0.914, 1.708, 5.364], [2.298, 1.641, 0.506], [2.623, 3.211, 3.947], [3.761, 1.825, 3.934], [3.628, 2.889, 2.510], [-1.373, 0.830, 4.572], [-3.330, -0.480, 5.324], [-3.925, -2.611, 4.166], [-2.495, -3.464, 2.306], [-0.464, -2.176, 1.617]],
  "lowdin_spin": [-0.008, -0.001, 1.996, 0.008, 0.001, 0.001, 0.000, 0.000, 0.000, 0.001, 0.000, 0.000, 0.000, 0.000, 0.000, 0.000, -0.004, 0.001, 0.000, 0.000, 0.000, 0.000, 0.001, 0.002, 0.000, 0.000, 0.000, 0.000, 0.000, 0.000, 0.000, 0.000, 0.000, 0.000, 0.000, 0.000, 0.000, 0.000, 0.000, 0.000, 0.000, 0.000, 0.000, 0.000, 0.000],
  "homo_energy_ev": [-14.234, -14.234],
  "s2": 2.003,
  "e_tot_ha": -3325.78674,
  "total_charge": 2,
  "lumo_energy_ev": [-10.712, -10.744],
  "fmax_ev_per_a": 3.52,
  "spin_multiplicity": 3
}